Version A
44
Properties=species:S:1:pos:R:3:mulliken_charge:R:1 method="wB97M-V/def2-TZVPD" charge=0 lumo_ev=-0.776
C 2.936 1.373 3.371 -0.543
C 3.868 0.681 2.366 -0.635
C 2.990 0.086 1.262 -0.298
N 1.631 0.588 1.522 0.216
C 0.625 0.389 0.706 0.070
C -0.667 0.989 0.950 0.228
C -0.798 2.398 1.088 -0.316
C -2.014 2.984 1.407 -0.767
C -3.166 2.196 1.540 -0.430
C -3.066 0.808 1.390 -0.789
C -1.835 0.207 1.126 -0.095
C 1.544 1.424 2.732 -0.484
H 2.873 0.817 4.310 0.286
H 3.281 2.386 3.594 0.302
H 4.546 1.404 1.902 0.288
H 4.471 -0.107 2.826 0.335
H 3.339 0.393 0.260 0.303
H 2.996 -1.013 1.291 0.164
H 0.890 -0.078 -0.332 0.300
H 0.088 3.024 0.962 0.561
H -2.066 4.063 1.553 0.374
H -4.130 2.657 1.767 0.383
H -3.957 0.182 1.488 0.391
H -1.752 -0.881 1.093 0.274
H 0.753 1.065 3.408 0.292
H 1.301 2.467 2.485 0.212
C 0.426 -1.380 -0.409 -1.227
N 1.707 -2.098 -0.657 1.145
O 2.188 -2.761 0.295 -0.704
O 2.253 -1.953 -1.770 -0.655
C -0.431 -1.486 -1.607 0.166
C -0.002 -0.847 -2.791 -0.163
C -0.766 -0.912 -3.948 -0.740
C -1.971 -1.637 -3.941 -0.079
N -2.825 -1.622 -5.078 0.927
O -3.909 -2.250 -5.010 -0.603
O -2.486 -0.983 -6.101 -0.594
C -2.400 -2.293 -2.772 -0.524
C -1.641 -2.212 -1.609 -0.164
H -0.003 -1.787 0.510 0.847
H 0.948 -0.315 -2.822 0.448
H -0.459 -0.413 -4.862 0.443
H -3.340 -2.834 -2.801 0.463
H -1.970 -2.718 -0.696 0.395

=====

Version B
44
Properties=species:S:1:pos:R:3:mulliken_charge:R:1 method="wB97M-V/def2-TZVPD" charge=0 lumo_ev=-1.059
O -2.003 2.418 2.012 -0.562
N -2.424 1.248 1.871 0.987
O -3.642 0.967 1.945 -0.608
C -1.487 0.191 1.631 -0.261
C -1.983 -1.111 1.447 -0.572
C -1.084 -2.170 1.525 -0.638
C 0.278 -1.971 1.730 -0.366
C 0.824 -0.661 1.831 0.614
C 2.191 -0.492 2.270 -1.261
N 2.793 0.749 2.317 1.225
O 3.996 0.823 2.727 -0.715
O 2.181 1.804 1.957 -0.735
C -0.090 0.427 1.758 -0.213
H -3.047 -1.227 1.241 0.479
H -1.473 -3.180 1.420 0.388
H 0.966 -2.810 1.862 0.432
H 2.902 -1.329 2.146 0.508
H 0.331 1.422 1.912 0.734
C 4.045 -2.866 7.066 -0.546
C 4.262 -3.624 5.752 -0.609
C 3.431 -2.919 4.677 -0.461
N 3.012 -1.648 5.275 0.283
C 2.056 -0.959 4.665 -0.821
C 1.555 0.275 5.214 0.462
C 2.393 1.190 5.902 -0.332
C 1.825 2.255 6.602 -0.749
C 0.440 2.462 6.592 -0.464
C -0.363 1.669 5.750 -0.703
C 0.195 0.595 5.060 -0.049
C 3.341 -1.556 6.718 -0.516
H 3.403 -3.444 7.735 0.298
H 4.988 -2.675 7.573 0.303
H 5.310 -3.598 5.453 0.317
H 3.931 -4.660 5.844 0.307
H 3.983 -2.732 3.742 0.200
H 2.530 -3.510 4.442 0.305
H 1.393 -1.556 4.008 0.581
H 3.474 1.018 5.886 0.588
H 2.483 2.907 7.193 0.367
H -0.012 3.261 7.185 0.392
H -1.429 1.857 5.646 0.420
H -0.420 -0.081 4.455 0.481
H 2.439 -1.431 7.343 0.280
H 3.993 -0.698 6.937 0.228

=====

Most favorable structure: version B. The second most favorable one is 1.989 eV above it.

=====

Version A
9
Properties=species:S:1:pos:R:3:mulliken_charge:R:1 method="wB97M-V/def2-TZVPD" multiplicity=3 charge=0 lumo_ev="0.370 / -2.813"
N 2.369 0.537 0.019 -0.448
O -0.195 -0.322 0.826 -0.451
O 0.508 -0.188 -1.525 -0.429
P -2.634 -0.861 -0.316 -0.052
S 0.594 0.434 -0.225 0.751
H 2.739 1.050 0.870 0.285
H 2.756 0.741 -0.809 0.268
H -3.780 -0.132 0.089 0.034
H -2.357 -1.257 1.071 0.043

=====

Version B
9
Properties=species:S:1:pos:R:3:mulliken_charge:R:1 method="wB97M-V/def2-TZVPD" multiplicity=3 charge=0 lumo_ev="0.587 / -4.093"
N 0.870 -1.177 -0.459 -0.504
O 0.477 1.656 -0.902 -0.573
O 0.702 0.396 1.425 -0.464
P 0.056 0.067 -0.041 0.695
S -2.066 -0.024 0.005 -0.254
H 0.782 -1.776 -1.160 0.259
H -0.189 2.336 -1.054 0.283
H 1.230 -0.391 1.486 0.370
H -1.862 -1.087 0.700 0.187

=====

Most favorable structure: version A. The second most favorable one is 0.077 eV above it.

=====

Version A
20
Properties=species:S:1:pos:R:3:mulliken_charge:R:1 method="wB97M-V/def2-TZVPD" charge=+1 lumo_ev=-3.215 smiles=CNC[C@@H]([NH3+])CS
C -3.137 0.398 0.860 -0.873
N -1.996 -0.485 1.131 -0.389
C -1.191 -0.970 0.030 -0.687
C 0.032 -0.046 -0.269 0.180
N 0.048 1.084 0.693 -0.182
C 1.340 -0.799 -0.319 -1.162
S 2.643 0.289 -1.040 -0.163
H -3.590 0.640 1.816 0.361
H -3.731 0.023 0.033 0.332
H -2.798 1.412 0.565 0.237
H -2.335 -1.251 1.688 0.263
H -1.762 -1.103 -0.896 0.280
H -0.843 -1.988 0.220 0.484
H -0.149 0.265 -1.298 0.241
H -0.734 1.655 0.400 0.253
H 0.861 1.698 0.580 0.398
H -0.100 0.783 1.662 0.362
H 1.612 -1.143 0.678 0.458
H 1.252 -1.683 -0.944 0.432
H 2.240 0.191 -2.330 0.172

=====

Version B
20
Properties=species:S:1:pos:R:3:mulliken_charge:R:1 method="wB97M-V/def2-TZVPD" charge=+1 lumo_ev=-3.343
C 1.040 -0.491 -2.674 -1.136
C 0.026 0.424 -2.006 -0.468
S 0.637 0.927 -0.370 -0.211
C -0.670 2.112 0.140 -0.827
H 0.583 -1.024 -3.504 0.347
H 1.437 -1.220 -1.965 0.294
H 1.878 0.086 -3.054 0.333
H -0.932 -0.078 -1.887 0.400
H -0.163 1.314 -2.603 0.393
H -1.319 2.295 -0.711 0.340
H -1.282 1.703 0.947 0.315
H -0.196 3.045 0.438 0.326
N -0.421 -1.809 1.236 -0.167
C -0.190 -1.437 2.465 0.265
N 0.284 -0.270 2.815 -0.174
H -0.351 -1.135 0.465 0.039
H -0.915 -2.676 1.093 0.263
H -0.394 -2.146 3.256 0.347
H 0.530 -0.095 3.776 0.254
H 0.417 0.474 2.143 0.067

=====

Most favorable structure: version B. The second most favorable one is 1.082 eV above it.

=====

Version A
20
Properties=species:S:1:pos:R:3:mulliken_charge:R:1 method="wB97M-V/def2-TZVPD" charge=+1 lumo_ev=-8.387
C 0.935 0.535 3.246 -1.171
N -1.316 -0.394 -0.370 -0.388
C -1.056 -0.079 -1.737 -0.297
C -0.090 -1.152 -2.382 -0.647
S 0.709 -0.599 -3.865 -0.147
C 1.059 0.432 1.714 -0.180
N -0.122 1.032 1.190 -0.325
H 1.778 0.039 3.711 0.346
H 0.941 1.561 3.615 0.353
H -2.324 -0.239 -0.233 0.322
H -0.569 0.892 -1.857 0.290
H -1.981 0.022 -2.312 0.433
H 0.552 -1.465 -1.564 0.298
H -0.713 -2.029 -2.541 0.357
H -0.007 -1.337 -4.720 0.176
H 1.021 -0.630 1.486 0.270
H 1.972 0.895 1.358 0.331
H -0.067 2.046 1.122 0.256
H -0.741 0.364 0.506 0.362
H 0.019 0.106 3.634 0.363

=====

Version B
20
Properties=species:S:1:pos:R:3:mulliken_charge:R:1 method="wB97M-V/def2-TZVPD" charge=+1 lumo_ev=-3.076 smiles=NCC[NH2+]CCS
N 2.147 -0.015 2.145 -0.570
C 2.380 0.909 1.054 -0.487
C 1.125 1.823 0.861 -0.647
N -0.098 0.868 0.906 -0.249
C -0.937 0.448 -0.307 -0.606
C -0.992 -1.086 -0.524 -0.738
S -1.780 -1.451 -2.160 -0.124
H 2.085 -0.955 1.764 0.213
H 2.810 -0.064 2.912 0.244
H 2.222 0.387 0.118 0.322
H 3.257 1.550 1.102 0.412
H 0.934 2.301 -0.086 0.375
H 0.922 2.497 1.702 0.344
H -0.633 1.074 1.761 0.431
H 0.351 0.022 1.396 0.375
H -1.917 0.919 -0.180 0.478
H -0.531 1.104 -1.080 0.327
H -1.717 -1.522 0.154 0.396
H 0.013 -1.495 -0.519 0.358
H -2.755 -0.611 -1.592 0.146

=====

Version C
20
Properties=species:S:1:pos:R:3:mulliken_charge:R:1 method="wB97M-V/def2-TZVPD" charge=+1 lumo_ev=-3.222
C 0.469 -1.154 2.372 -0.914
S 1.403 -0.170 1.154 -0.151
C 2.402 -1.475 0.382 -0.756
H 1.170 -1.803 2.885 0.361
H -0.292 -1.743 1.868 0.300
H 0.006 -0.451 3.056 0.335
H 2.746 -1.100 -0.577 0.326
H 3.252 -1.710 1.014 0.310
H 1.783 -2.357 0.248 0.274
C -2.672 0.430 -0.732 -0.781
N 0.614 1.782 -1.675 -0.273
C -0.676 1.472 -1.639 0.361
N -1.254 0.797 -0.705 0.095
H -2.794 -0.647 -0.714 0.310
H -3.112 0.843 -1.636 0.301
H -3.170 0.911 0.108 0.326
H 1.211 1.449 -0.926 0.104
H 0.860 2.679 -2.065 0.282
H -1.284 1.778 -2.484 0.301
H -0.663 0.467 0.067 -0.112

=====

Most favorable structure: version C. The second most favorable one is 1.828 eV above it.